(1)
A structure of composition C34H30N3P2PtS5. Source: OMol25; level of theory: the ωB97M-V functional and the def2-TZVPD basis.

Geometry (Å):
Pt 0.0833 -1.3251 2.2968
C -1.7942 -6.3651 0.7113
S -2.6141 -5.0830 1.6723
C -1.4125 -3.8453 1.6914
S -1.8313 -2.5089 2.7547
N -0.3250 -3.9873 0.9868
N 0.5207 -2.9194 1.1039
C 1.6674 -2.9020 0.5340
C 2.5302 -1.7520 0.8164
C 3.8334 -1.6773 0.3702
C 4.6224 -0.6036 0.7674
C 4.0837 0.3577 1.5995
C 2.7628 0.2311 2.0078
N 2.0083 -0.7876 1.6186
H -2.4942 -7.1981 0.6896
H -0.8708 -6.6696 1.1946
H -1.5924 -6.0225 -0.3008
H 1.9961 -3.7319 -0.0806
H 4.2270 -2.4575 -0.2665
H 5.6483 -0.5299 0.4344
H 4.6659 1.2010 1.9404
H 2.2924 0.9418 2.6760
S 1.4486 -0.4173 6.5135
C 0.9249 -0.7861 5.0370
S -0.0842 0.2375 4.0270
S 1.1966 -2.2756 4.1721
C -0.0537 1.2919 -0.0334
P -1.1430 0.1093 0.8209
C -2.2071 1.1365 1.8559
C -1.8200 2.4255 2.2172
C -2.5998 3.1680 3.0929
C -3.7612 2.6257 3.6178
C -4.1503 1.3397 3.2639
C -3.3789 0.5961 2.3888
C -2.2468 -0.6048 -0.4196
C -3.3898 0.0928 -0.8102
C -4.2193 -0.4268 -1.7913
C -3.9212 -1.6467 -2.3825
C -2.7788 -2.3384 -2.0073
C -1.9384 -1.8150 -1.0364
P 0.9099 0.5171 -1.4405
C 2.5223 1.3640 -1.2700
C 3.5699 0.8097 -2.0060
C 4.8330 1.3834 -1.9925
C 5.0718 2.5130 -1.2220
C 4.0393 3.0730 -0.4821
C 2.7721 2.5065 -0.5124
C 0.1798 1.4261 -2.8599
C -0.7901 0.7806 -3.6251
C -1.3973 1.4300 -4.6892
C -1.0291 2.7271 -5.0148
C -0.0468 3.3691 -4.2751
C 0.5551 2.7242 -3.2043
H 0.6522 1.6463 0.7201
H -0.6517 2.1356 -0.3842
H -0.9110 2.8628 1.8257
H -2.2937 4.1687 3.3666
H -4.3648 3.2029 4.3052
H -5.0575 0.9147 3.6720
H -3.6914 -0.4042 2.1126
H -3.6417 1.0373 -0.3435
H -5.1043 0.1200 -2.0881
H -4.5774 -2.0559 -3.1393
H -2.5355 -3.2831 -2.4759
H -1.0383 -2.3479 -0.7778
H 3.3902 -0.0778 -2.6040
H 5.6289 0.9493 -2.5837
H 6.0558 2.9631 -1.2058
H 4.2161 3.9633 0.1080
H 1.9764 2.9859 0.0464
H -1.0649 -0.2417 -3.4025
H -2.1504 0.9156 -5.2722
H -1.4955 3.2310 -5.8510
H 0.2575 4.3748 -4.5340
H 1.3258 3.2378 -2.6451

Output
Kohn-Sham gap	6.5	eV
total charge	+1
HOMO energy	-0.3845	Eh
molecular weight	898.00	g/mol
lowest unoccupied orbital energy	-0.1457	Eh

=====

(2)
A structure of composition C34H31AuN5O2S3. Source: OMol25; level of theory: the ωB97M-V functional and the def2-TZVPD basis.

Geometry (Å):
Au -0.9280 -0.1716 0.1936
C -0.5452 -4.4568 -0.1281
C -0.8752 -3.0253 -0.4297
N -0.5755 -2.1142 0.4466
N 0.0385 -2.5084 1.6278
C -0.0089 -1.6431 2.5643
S -0.7875 -0.0701 2.4638
S 0.7188 -1.9468 4.1120
C 1.6374 -3.4711 3.7526
C 2.8162 -3.2381 2.8479
C 3.8759 -2.4361 3.2641
C 4.9755 -2.2423 2.4440
C 5.0270 -2.8489 1.1940
C 3.9716 -3.6412 0.7695
C 2.8709 -3.8316 1.5940
C -1.5433 -2.7180 -1.6945
C -2.2027 -3.7683 -2.3625
C -2.8055 -3.5942 -3.5846
C -2.7393 -2.3450 -4.2006
C -2.1095 -1.2939 -3.5759
C -1.5221 -1.4471 -2.3116
O -0.9359 -0.3717 -1.8008
H 0.2072 -4.5209 0.6472
H -0.2062 -4.9572 -1.0314
H -1.4429 -4.9663 0.2299
H 0.9497 -4.2069 3.3437
H 1.9511 -3.8107 4.7411
H 3.8410 -1.9631 4.2391
H 5.8002 -1.6295 2.7853
H 5.8945 -2.7135 0.5603
H 4.0061 -4.1182 -0.2017
H 2.0482 -4.4540 1.2620
H -2.2515 -4.7427 -1.8982
H -3.3151 -4.4196 -4.0611
H -3.1902 -2.1947 -5.1736
H -2.0467 -0.3185 -4.0419
C 4.2028 0.4633 -0.3058
S 2.7597 0.7400 0.7228
O 1.8455 -0.4071 0.4397
C 2.0602 2.1286 -0.1661
C 2.1508 3.3983 0.3844
C 1.5559 4.4669 -0.2745
C 0.8681 4.2521 -1.4608
C 0.7748 2.9723 -1.9976
C 1.3711 1.9016 -1.3501
H 3.8769 0.3026 -1.3327
H 4.6926 -0.4278 0.0862
H 4.8648 1.3261 -0.2346
H 2.6759 3.5488 1.3209
H 1.6260 5.4639 0.1408
H 0.4041 5.0860 -1.9720
H 0.2364 2.8086 -2.9227
H 1.2788 0.8930 -1.7380
C -1.7345 4.0144 0.7689
C -1.1619 2.7687 0.8770
N -1.4044 1.8170 -0.0422
C -2.1943 2.0825 -1.0808
C -2.8806 3.2796 -1.2086
C -2.6200 4.2683 -0.2718
C -3.8444 3.4653 -2.3065
C -4.6913 2.5691 -2.8224
C -4.9765 1.1704 -2.4303
C -5.6773 0.3541 -3.3099
C -5.9090 -0.9548 -2.9185
N -5.5066 -1.4298 -1.7446
C -4.8756 -0.5617 -0.9618
N -4.5882 0.7029 -1.2374
H -1.5081 4.7681 1.5091
H -0.4938 2.5078 1.6855
H -2.2764 1.3057 -1.8213
H -3.1155 5.2290 -0.3425
H -3.8646 4.4601 -2.7389
H -5.2902 2.9068 -3.6611
H -6.0239 0.7227 -4.2657
H -6.4355 -1.6454 -3.5680
H -4.5622 -0.9262 0.0125

Output
Kohn-Sham gap	7.2	eV
total charge	+1
HOMO energy	-0.3976	Eh
energy relative to the best compared isomer or geometry (same formula, charge and spin)	6.34	kJ/mol
molecular weight	834.82	g/mol
lowest unoccupied orbital energy	-0.1312	Eh

=====

(3)
A structure of composition C34H31AuNP3S3. Source: OMol25; level of theory: the ωB97M-V functional and the def2-TZVPD basis.

Geometry (Å):
Au 1.2058 1.9752 0.2436
S 1.6403 1.6282 2.9513
P 0.4604 0.1223 2.4332
C 0.3121 0.2367 0.6775
P -0.0700 -0.9552 -0.5648
S 1.5171 -1.7261 -1.4078
C -1.1485 -2.1861 0.2071
C -2.4350 -1.8266 0.6038
C -3.2509 -2.7684 1.2126
C -2.7900 -4.0598 1.4235
C -1.5110 -4.4196 1.0202
C -0.6904 -3.4854 0.4065
C -1.1802 -0.1359 -1.7576
C -1.4976 -0.8650 -2.9040
C -2.3467 -0.3296 -3.8583
C -2.8865 0.9381 -3.6774
C -2.5831 1.6654 -2.5366
C -1.7356 1.1259 -1.5759
C 1.0061 -1.4493 3.1314
C 1.7519 -2.3359 2.3654
C 2.2343 -3.5035 2.9401
C 1.9797 -3.7809 4.2756
C 1.2495 -2.8824 5.0461
C 0.7670 -1.7150 4.4789
C -1.2707 0.3749 2.9171
C -2.0953 -0.6442 3.3811
C -3.4280 -0.3723 3.6575
C -3.9403 0.9010 3.4548
C -3.1193 1.9162 2.9788
C -1.7849 1.6567 2.7157
H -2.7973 -0.8209 0.4311
H -4.2506 -2.4891 1.5228
H -3.4328 -4.7928 1.8951
H -1.1550 -5.4302 1.1750
H 0.3035 -3.7531 0.0690
H -1.0642 -1.8470 -3.0522
H -2.5834 -0.8995 -4.7482
H -3.5452 1.3579 -4.4280
H -2.9885 2.6563 -2.3775
H -1.5276 1.7012 -0.6802
H 1.9615 -2.1172 1.3183
H 2.8116 -4.1938 2.3384
H 2.3553 -4.6928 4.7213
H 1.0597 -3.0884 6.0916
H 0.2117 -1.0063 5.0827
H -1.7129 -1.6476 3.5097
H -4.0693 -1.1642 4.0243
H -4.9819 1.1058 3.6673
H -3.5149 2.9097 2.8120
H -1.1326 2.4441 2.3539
C 3.8134 3.5546 -1.1263
P 2.9358 1.9703 -1.2554
C 4.2043 0.7252 -0.9446
C 2.4174 1.8412 -2.9723
C 3.2477 1.3074 -3.9551
C 2.8044 1.2454 -5.2665
C 1.5445 1.7213 -5.6024
C 0.7219 2.2661 -4.6271
C 1.1542 2.3210 -3.3113
H 4.6137 3.6141 -1.8659
H 4.2269 3.6471 -0.1223
H 3.0972 4.3595 -1.2908
H 5.0663 0.8798 -1.5949
H 3.7764 -0.2635 -1.1010
H 4.5184 0.8182 0.0949
H 4.2291 0.9263 -3.7043
H 3.4446 0.8191 -6.0286
H 1.2044 1.6681 -6.6288
H -0.2604 2.6400 -4.8804
H 0.5117 2.7463 -2.5442
S -1.6663 5.3362 -0.9782
C -0.4186 4.5479 -0.3587
N 0.5060 3.9770 0.0982

Output
Kohn-Sham gap (alpha / beta)	6.0 / 5.9	eV
HOMO energy (alpha / beta)	-0.2845 / -0.2868	Eh
energy relative to the best compared isomer or geometry (same formula, charge and spin)	16.43	kJ/mol
molecular weight	839.72	g/mol
lowest unoccupied orbital energy (alpha / beta)	-0.0635 / -0.0691	Eh

=====

(4)
A structure of composition C34H31BrCoN11O2Se2 in a non-equilibrium geometry. Source: OMol25; level of theory: the ωB97M-V functional and the def2-TZVPD basis.

Geometry (Å):
Co -0.4844 -1.4753 1.1712
N -1.4330 -4.2035 4.1743
C -1.8739 -3.7265 3.0191
N -0.9738 -2.8609 2.5664
C 0.0096 -2.8830 3.5210
N -0.2326 -3.6868 4.5124
C 1.2046 -2.0938 3.2535
C 2.2069 -1.8400 4.1699
N 3.2525 -1.0844 3.8589
C 3.3043 -0.6057 2.6254
C 2.3098 -0.8457 1.6804
N 1.2536 -1.5882 2.0052
H -1.8738 -4.8845 4.7768
H -2.8028 -4.0010 2.5463
H 2.1427 -2.2469 5.1712
H 4.1586 0.0040 2.3583
H 2.4148 -0.4420 0.6759
C -6.4389 -2.0919 -0.5524
N -5.4253 -2.4678 -1.5280
C -4.1297 -2.6916 -1.2755
Se -3.2969 -2.5646 0.3794
N -3.5365 -3.0479 -2.4291
C -4.4696 -3.0745 -3.4603
C -4.3669 -3.3891 -4.8073
C -5.5321 -3.3172 -5.5471
C -6.7527 -2.9495 -4.9637
C -6.8515 -2.6407 -3.6203
C -5.6787 -2.7086 -2.8806
H -5.9581 -1.5780 0.2749
H -6.9538 -2.9772 -0.1826
H -7.1530 -1.4260 -1.0299
H -2.5627 -3.2955 -2.4848
H -3.4278 -3.6788 -5.2583
H -5.5042 -3.5555 -6.6011
H -7.6396 -2.9109 -5.5804
H -7.7973 -2.3660 -3.1748
Br 1.1767 2.6912 4.7442
C 0.4934 3.2667 3.0827
C 0.6146 4.6269 2.8201
C 0.2095 5.1500 1.6040
C -0.3158 4.3140 0.6266
C -0.4482 2.9650 0.8888
C -0.0595 2.4139 2.1165
C -0.2510 0.9538 2.3487
O -0.0127 0.3661 3.3787
O -0.7569 0.3013 1.2903
H 1.0231 5.2737 3.5841
H 0.3087 6.2119 1.4228
H -0.6238 4.7126 -0.3298
H -0.8471 2.3091 0.1310
N -1.8803 0.2139 -1.2509
C -0.8675 -0.5858 -1.6071
C -0.4284 -0.6197 -2.9527
C 0.5716 -1.4634 -3.3296
C 1.1682 -2.3120 -2.3772
C 0.7173 -2.2368 -1.1011
N -0.2868 -1.4005 -0.7049
H -2.2521 0.8581 -1.9270
H -2.1166 0.3511 -0.2825
H -0.9015 0.0435 -3.6639
H 0.9081 -1.4754 -4.3575
H 1.9566 -3.0007 -2.6382
H 1.1316 -2.8722 -0.3264
C 5.2190 1.7766 -2.1160
N 4.5224 2.3187 -0.9643
C 3.2204 2.1280 -0.6680
Se 2.0117 1.0538 -1.5646
N 2.9610 2.8389 0.4518
C 4.1062 3.4935 0.8940
C 4.3560 4.3079 1.9892
C 5.6439 4.7982 2.1173
C 6.6417 4.4869 1.1882
C 6.3914 3.6678 0.1013
C 5.1007 3.1712 -0.0216
H 4.6711 0.9100 -2.4740
H 6.2222 1.4800 -1.8166
H 5.2795 2.5212 -2.9088
H 2.0432 2.8790 0.8640
H 3.5849 4.5404 2.7109
H 5.8864 5.4380 2.9544
H 7.6331 4.8958 1.3247
H 7.1658 3.4338 -0.6160

Output
Kohn-Sham gap (alpha / beta)	4.4 / 4.4	eV
total charge	+2
HOMO energy (alpha / beta)	-0.4365 / -0.4365	Eh
energy relative to the best compared isomer or geometry (same formula, charge and spin)	0.00	kJ/mol
molecular weight	922.45	g/mol
lowest unoccupied orbital energy (alpha / beta)	-0.2738 / -0.2758	Eh